Entry from OMol25: C41H57Br3N6O3 as an isolated structure in a non-equilibrium geometry (ωB97M-V/def2-TZVPD).

Geometry as ORCA input:
```
! wB97M-V def2-TZVPD RIJCOSX def2/J DEFGRID3
* xyz 0 1
N -14.0274 1.4182 5.0410
H -12.0489 3.8556 5.3546
O -5.5725 2.7673 6.4114
C 3.3181 -3.0969 -2.7027
H -3.0105 2.3468 5.3279
O -5.3462 2.8100 1.5180
H -12.1509 -0.3540 3.7322
H -13.6640 4.2936 1.3837
H 3.3277 0.5657 0.2387
H -12.1870 5.0644 3.2022
H -7.2779 0.4278 6.3960
H 11.8392 -0.3013 -5.6615
C 12.0312 1.6833 -4.8013
H 13.3744 0.5001 -6.0133
H -0.6352 -0.6521 4.3367
H 3.7896 1.1874 3.9465
H -11.3929 2.8538 4.0559
Br -8.5155 -2.4664 0.9438
H 1.7358 0.1392 0.8917
C -7.1761 0.4884 2.4157
H 8.1443 -4.9086 -1.7433
N 5.0542 -0.2774 -1.0133
C 6.2493 -6.5398 -4.0565
H 3.9254 -3.2748 -3.5939
C 7.7496 -5.7966 -2.2422
H 7.8381 -6.9738 -0.4308
C 6.6631 1.1217 -6.6900
H 4.4494 0.2896 2.5754
H 7.2639 -4.6957 -4.0426
H 6.2647 -6.2206 -0.7157
H 6.3896 3.1916 -6.1856
H 6.7598 -7.6423 -1.6479
H 6.4266 2.1233 -4.7904
H -10.4975 0.4629 3.8861
H -0.2210 -1.0753 2.5927
C -6.2871 1.2947 3.1850
H 5.9277 -4.8140 -2.8943
H 1.8353 -1.8887 -3.6747
N 9.4040 2.8366 -6.7534
H -2.7906 1.9964 1.5381
H -12.3918 3.0967 1.6533
C 3.4264 -0.5811 -3.0545
C -5.2055 2.2043 2.5481
H 4.1241 2.2992 -6.8034
H -13.8002 4.7418 3.8198
H -2.2194 -2.4035 4.6210
H 3.9794 -3.0772 -1.8334
H -14.0341 2.8096 2.2505
C 4.5310 2.1917 -5.7953
C 6.7669 -5.3577 -3.3321
C 12.3015 0.6599 -5.8988
C 6.2680 -0.2117 -6.1831
H -0.8501 -3.1444 3.7100
C 6.0558 2.2209 -5.8144
C 2.6490 -0.4748 3.3507
C -2.1322 0.0081 2.9545
C -1.0122 -1.0104 3.3537
H 12.4863 1.3376 -3.8706
H -8.7940 -1.0152 5.0389
C -2.5480 2.2935 2.5874
C 9.8972 2.4364 -5.7946
C 3.5284 0.6683 3.0231
C -3.9164 2.2900 4.7075
H 10.0425 0.9933 -4.2701
H 6.3250 1.2239 -7.7228
C 10.5368 1.9217 -4.5636
H 10.3929 2.6487 -3.7630
H 3.4692 2.4763 1.8601
H 2.6428 -3.9445 -2.5771
N 5.9609 -1.2453 -5.7827
C 4.3455 -0.4101 -1.9089
C -1.6768 -2.4006 3.6547
H -3.0209 -0.2820 3.5729
N 1.9553 -1.3550 3.6056
H -2.4540 -0.1521 1.8947
H 1.9635 1.6813 0.0752
H 12.5169 2.6257 -5.0653
C -5.2968 2.2123 5.3776
H 8.5980 -6.3133 -2.6977
H 4.1428 3.0085 -5.1846
H -10.8976 -1.0519 4.7741
C 2.8161 1.6240 2.0613
C 7.1120 -6.7106 -1.2015
C 2.4414 0.9600 0.7417
H 4.1523 1.2601 -5.3704
C -10.4241 -1.3290 2.7024
O -1.6884 1.3366 3.2044
C -13.2732 2.2456 4.7804
C -12.3047 3.3129 4.4434
C -12.9058 4.2682 3.4081
Br -7.0651 0.5311 0.4888
H -2.0896 3.3005 2.5869
C -9.1070 -1.2738 2.3774
C -7.2326 0.4804 5.2993
H -2.3628 -2.7125 2.8404
C -13.2680 3.5727 2.1003
C -11.0603 -0.4907 3.8248
Br -11.6412 -2.5302 1.7801
H 1.9228 -1.6579 -1.9349
H 7.7482 1.1942 -6.6818
H 4.0162 -0.6993 -3.9665
N 5.8475 -7.4605 -4.6148
H 11.9185 0.9959 -6.8643
C -8.1292 -0.3648 3.0989
H 2.8201 0.3209 -3.1575
C -3.8990 2.2758 3.3644
H 1.9119 2.0170 2.5338
C -8.0915 -0.3375 4.5245
C 2.5273 -1.8012 -2.8344
C -6.3080 1.3132 4.6276
*
```

Properties
E_LUMO: -1.08 eV
frontier orbital gap: 7.99 eV
maximum force: 0.0363 Eh/bohr
electronic energy: -9872.659702 Ha